DFT (wB97M-V/def2-TZVPD) results for a cluster of 2 separate species, C3H8O2 in total.

Geometry as XYZ:
```
13
Properties=species:S:1:pos:R:3:forces:R:3:lowdin_charge:R:1
C 0.57945 -0.91719 -2.71351 -0.084 0.324 -1.051 -0.14
C -0.35159 -0.41102 -1.65148 1.032 -0.763 0.600 -0.16
C 0.03572 -0.59517 -0.37941 -1.467 1.313 -0.291 -0.21
O -0.79672 -0.42195 0.69434 0.811 -0.049 0.555 -0.01
H 0.06665 -1.69137 -3.30680 0.193 0.252 0.040 0.07
H 0.93914 -0.14344 -3.41144 -0.308 -0.144 0.101 0.07
H 1.47566 -1.38583 -2.31750 -0.005 -0.028 0.331 0.06
H -1.34468 -0.04038 -1.93422 0.318 -0.348 0.270 0.11
H 1.06953 -0.68492 -0.05412 -0.229 -0.618 -0.206 0.12
H -1.69575 -0.23757 0.42850 -0.239 0.045 -0.340 0.09
O 0.34195 1.94921 3.24641 1.236 -0.557 1.546 -0.07
H 0.81948 1.13108 3.46678 -0.557 -0.656 -1.244 0.04
H 0.70569 2.33593 4.06247 -0.700 1.229 -0.311 0.04
```
Positions in Å, forces in eV/Å.

The spin multiplicity is 1. Its SMILES is C/C=C/O.O. The gap between HOMO and LUMO is 9.34 eV. As for the total energy: -7334.416 eV.